DFT (ωB97M-V/def2-TZVPD) results for a cluster of 15 separate species, C3H36NO17 in total.

The spin multiplicity is 1. As for the orbital gap: 10.4 eV. The net charge is +1. The LUMO energy is -0.099 hartree.

CARTESIAN COORDINATES (ANGSTROEM)
O 2.14 -3.01 1.60
C 1.80 -1.90 1.23
O 2.62 -0.99 0.78
C 0.24 -1.46 1.29
C -0.25 -2.08 -0.06
O -0.95 -3.28 0.04
N 0.15 0.02 1.40
H 3.48 -1.57 0.68
H -0.09 -2.20 1.96
H 0.67 -2.31 -0.56
H -0.82 -1.38 -0.61
H -1.96 -3.15 0.10
H 0.58 0.44 2.41
H 0.53 0.54 0.67
H -0.82 0.42 1.51
H -3.65 -0.83 -3.37
H -3.49 0.42 -4.50
O -3.26 0.05 -3.60
H -0.27 3.69 -2.62
H 1.20 3.33 -3.09
O 0.58 3.47 -2.32
H 0.97 2.60 2.60
H 0.71 2.84 4.10
O 0.48 2.26 3.35
H -1.55 -1.44 4.63
H -1.49 -0.51 5.75
O -1.52 -0.57 4.75
H 3.65 3.30 0.16
H 4.90 2.66 0.67
O 4.17 3.22 1.03
H 3.93 -4.33 -0.46
H 3.51 -3.34 -1.46
O 3.74 -3.35 -0.59
H 1.28 -1.41 -3.48
H 0.91 -2.60 -2.65
O 1.47 -2.27 -3.18
H -0.57 0.18 -1.63
H -0.71 1.71 -1.62
O -0.80 0.87 -1.05
H -1.86 2.18 1.98
H -2.06 1.04 3.18
O -2.10 1.28 2.31
H -3.73 -2.96 -2.22
H -4.39 -1.86 -1.39
O -4.31 -2.15 -2.32
H -3.14 -0.27 -0.67
H -3.31 -0.60 0.83
O -3.21 -1.03 -0.07
H 3.02 0.39 1.86
H 2.99 1.98 1.57
O 2.49 1.23 2.02
H -1.19 0.89 -4.99
H -1.54 0.30 -3.69
O -0.78 0.55 -4.28
H -0.09 3.07 0.78
H 0.95 4.28 0.29
O 0.71 3.63 0.96

---

DFT (ωB97M-V/def2-TZVPD) results for a cluster of 4 separate species, C52H44BBrClN2O12P2S in total.

The spin multiplicity is 1. As for the orbital gap: 5.9 eV. The net charge is +1. The LUMO energy is -0.181 hartree.

CARTESIAN COORDINATES (ANGSTROEM)
C 1.98 -2.49 -1.71
O 1.58 -1.17 -2.17
B 0.27 -1.16 -2.75
O 0.19 -1.57 -4.15
C -1.12 -0.77 -1.95
P -0.49 -0.16 -0.25
S 0.66 1.40 -0.30
N -1.84 0.19 -2.85
C -1.34 1.20 -3.83
O -0.37 2.12 -3.30
O -0.85 3.40 -3.40
C -3.14 -0.03 -2.69
Br -4.73 0.76 -3.51
C -3.51 -1.19 -1.64
C -4.18 -0.70 -0.26
C -5.58 -1.47 -0.12
O -5.68 -2.71 -0.08
Cl -7.16 -0.53 -0.07
C -2.13 -2.01 -1.66
C -2.40 -3.04 -2.92
C -1.38 -4.28 -2.99
N -1.41 -4.78 -4.42
P -1.72 -3.23 -0.28
O -1.96 -2.72 1.15
H 1.55 -2.68 -0.66
H 3.13 -2.48 -1.60
H 1.73 -3.33 -2.44
H 1.01 -1.28 -4.61
H 0.24 -1.21 0.43
H -1.59 0.16 0.63
H -0.86 0.72 -4.76
H -2.20 1.85 -4.25
H -0.39 3.97 -2.74
H -4.41 -1.69 -2.17
H -3.52 -0.77 0.66
H -4.45 0.41 -0.40
H -3.46 -3.50 -2.80
H -2.44 -2.44 -3.90
H -1.71 -5.19 -2.37
H -0.31 -4.04 -2.69
H -0.84 -4.17 -5.03
H -2.40 -4.70 -4.71
H -0.35 -3.68 -0.44
H -2.56 -4.39 -0.47
C -10.25 -0.08 -1.27
C -11.64 0.01 -1.17
C -12.44 -0.39 -2.24
C -11.86 -0.87 -3.41
C -10.47 -0.94 -3.51
C -9.67 -0.56 -2.44
C -9.83 -1.41 -4.77
O -8.62 -1.48 -4.86
C -10.70 -1.79 -5.91
C -10.12 -2.17 -7.12
C -10.92 -2.54 -8.19
C -12.31 -2.53 -8.06
C -12.89 -2.14 -6.86
C -12.09 -1.76 -5.79
C -12.72 -1.31 -4.53
O -13.93 -1.30 -4.41
H -9.63 0.22 -0.44
H -12.09 0.40 -0.27
H -13.52 -0.31 -2.15
H -8.59 -0.63 -2.51
H -9.04 -2.18 -7.23
H -10.46 -2.83 -9.13
H -12.93 -2.82 -8.90
H -13.97 -2.13 -6.77
C 5.18 0.58 -3.93
C 4.20 0.03 -3.10
C 4.34 0.12 -1.72
C 5.45 0.75 -1.17
C 6.44 1.28 -2.00
C 6.29 1.20 -3.39
C 7.65 1.91 -1.43
O 8.51 2.38 -2.16
C 7.81 1.96 0.04
C 8.97 2.50 0.59
C 9.12 2.56 1.98
C 8.10 2.09 2.81
C 6.95 1.55 2.26
C 6.80 1.47 0.88
C 5.58 0.86 0.30
O 4.69 0.45 1.03
H 5.06 0.51 -5.01
H 3.34 -0.47 -3.52
H 3.58 -0.31 -1.07
H 7.05 1.63 -4.04
H 9.76 2.87 -0.05
H 10.02 2.98 2.40
H 8.22 2.15 3.89
H 6.16 1.18 2.92
C 6.06 -0.79 8.50
C 5.51 -0.44 9.73
C 5.79 0.80 10.29
C 6.63 1.69 9.63
C 7.20 1.33 8.41
C 6.91 0.09 7.84
C 8.14 2.25 7.72
O 8.63 1.93 6.65
C 8.47 3.54 8.35
C 9.39 4.39 7.74
C 9.70 5.62 8.32
C 9.08 6.01 9.50
C 8.16 5.16 10.12
C 7.86 3.92 9.55
C 6.91 3.01 10.23
O 6.37 3.35 11.27
H 5.83 -1.76 8.06
H 4.86 -1.14 10.25
H 5.36 1.07 11.25
H 7.34 -0.19 6.88
H 9.88 4.10 6.81
H 10.42 6.28 7.85
H 9.31 6.97 9.95
H 7.69 5.46 11.05

---

DFT (ωB97M-V/def2-TZVPD) results for a structure of composition C28H77AsF6FeN7O7.

The spin multiplicity is 5. As for the orbital gap (spin up / spin down): 7.0 / 6.3 eV. The net charge is +1. The expectation value of S² is 6.007. The LUMO energy (spin up / spin down) is -0.126 / -0.151 hartree.

CARTESIAN COORDINATES (ANGSTROEM)
Fe 2.02 1.75 -2.02
As -0.81 -0.23 -0.57
F 0.28 0.77 -1.59
F -0.91 -1.23 -1.98
F -1.83 -1.21 0.43
F -0.48 0.88 0.71
F -2.08 0.83 -1.08
F 0.56 -1.19 0.00
C -4.90 0.02 4.17
C -4.94 -0.88 2.91
C -4.84 -0.02 1.67
O -6.13 0.48 1.36
C -6.09 1.70 0.67
N -3.80 -1.79 3.04
H -5.51 0.91 4.04
H -3.87 0.36 4.32
H -5.23 -0.61 5.00
H -5.93 -1.32 2.81
H -4.56 -0.64 0.80
H -4.07 0.76 1.71
H -5.73 2.57 1.23
H -7.05 1.99 0.25
H -5.54 1.52 -0.27
H -3.07 -1.36 3.58
H -3.39 -2.10 2.17
C 0.62 4.56 -5.12
C 0.90 3.87 -3.75
C -0.12 4.09 -2.67
O 0.39 3.37 -1.55
C -0.17 3.86 -0.33
N 1.22 2.43 -3.90
H -0.44 4.72 -5.27
H 1.13 4.01 -5.91
H 1.13 5.52 -5.06
H 1.81 4.36 -3.39
H -1.11 3.72 -2.95
H -0.24 5.14 -2.40
H 0.32 3.29 0.46
H -1.25 3.72 -0.28
H 0.09 4.89 -0.08
H 1.80 2.26 -4.72
H 0.38 1.90 -4.16
C 4.67 -0.89 0.08
C 3.91 0.04 -0.88
C 3.34 -0.85 -2.00
O 2.47 -0.08 -2.85
C 1.99 -0.85 -3.96
N 2.81 0.82 -0.29
H 4.10 -1.81 0.22
H 4.88 -0.45 1.06
H 5.62 -1.14 -0.39
H 4.59 0.75 -1.37
H 2.74 -1.62 -1.49
H 4.11 -1.47 -2.45
H 2.77 -0.90 -4.72
H 1.18 -0.28 -4.41
H 1.62 -1.86 -3.75
H 2.12 0.14 0.07
H 3.13 1.26 0.57
C 3.36 -4.96 -2.17
C 3.31 -4.41 -0.75
C 2.62 -5.32 0.28
O 1.30 -5.62 -0.08
C 0.37 -4.60 0.28
N 4.71 -4.19 -0.31
H 3.94 -4.24 -2.76
H 2.35 -5.06 -2.57
H 3.86 -5.92 -2.25
H 2.77 -3.45 -0.74
H 2.78 -4.93 1.30
H 3.18 -6.26 0.32
H -0.50 -4.72 -0.37
H 0.76 -3.59 0.16
H 0.02 -4.78 1.30
H 4.71 -3.81 0.64
H 5.06 -3.52 -0.98
C -2.11 4.37 4.70
C -1.10 3.92 3.66
C 0.04 3.12 4.28
O -0.48 1.96 4.89
C 0.48 1.01 5.28
N -1.87 3.01 2.72
H -1.60 5.08 5.35
H -2.35 3.54 5.36
H -3.03 4.75 4.26
H -0.70 4.67 2.97
H 0.57 3.62 5.11
H 0.82 2.89 3.55
H 1.42 1.19 4.76
H 0.20 -0.01 5.01
H 0.65 1.09 6.36
H -1.12 2.41 2.36
H -2.34 2.34 3.33
C 4.10 -1.53 4.60
C 3.30 -2.72 4.03
C 2.01 -2.23 3.36
O 0.96 -2.38 4.28
C -0.28 -2.15 3.64
N 4.20 -3.33 3.02
H 4.36 -0.86 3.78
H 4.96 -1.87 5.19
H 3.55 -0.85 5.25
H 2.98 -3.52 4.69
H 1.80 -2.74 2.41
H 2.10 -1.19 2.99
H -0.77 -3.05 3.26
H -0.23 -1.34 2.90
H -1.00 -1.74 4.36
H 5.16 -3.33 3.34
H 3.92 -4.31 3.07
C -3.82 -0.47 -3.44
C -2.77 0.15 -4.38
C -3.28 0.26 -5.82
O -2.33 0.37 -6.85
C -1.69 1.61 -6.87
N -2.27 1.42 -3.84
H -4.20 -1.32 -3.99
H -4.61 0.27 -3.26
H -3.44 -0.66 -2.44
H -1.89 -0.51 -4.47
H -4.12 0.97 -5.84
H -3.78 -0.70 -6.00
H -2.44 2.41 -7.00
H -1.04 1.74 -7.74
H -1.06 1.87 -6.01
H -2.30 1.47 -2.83
H -2.74 2.19 -4.29

---

DFT (ωB97M-V/def2-TZVPD) results for the molecule C4H9N3O.

The spin multiplicity is 1. The energy above the lowest of the compared OMol25 structures with the same formula, charge and spin is 700.2 kJ/mol. As for the orbital gap: 9.9 eV. The SMILES is [H]/N=C\N(N)/C=C\CO. The LUMO energy is 0.026 hartree.

CARTESIAN COORDINATES (ANGSTROEM)
H -2.06 -2.06 -0.16
N -2.71 -1.25 -0.35
C -2.25 -0.03 -0.27
N -1.16 0.56 0.46
N -0.52 1.70 -0.25
C 0.04 -0.17 1.07
C 1.23 -0.29 0.97
C 2.15 -0.01 -0.17
O 1.38 -0.61 -1.29
H -2.63 1.01 -0.45
H -0.93 2.65 -0.32
H -0.48 1.49 -1.34
H -0.48 -0.78 1.89
H 1.44 -1.30 1.62
H 2.51 1.18 -0.37
H 3.14 -0.62 0.10
H 1.33 -1.50 -1.11

---

DFT (ωB97M-V/def2-TZVPD) results for the molecule C18H29N5O3.

The spin multiplicity is 1. The energy above the lowest of the compared OMol25 structures with the same formula, charge and spin is 60.4 kJ/mol. As for the orbital gap: 8.9 eV. The SMILES is CCOCCn1c(CN2CCCC[C@@H]2C)nc2c1c(=O)n(C)c(=O)n2C. The LUMO energy is 0.028 hartree.

CARTESIAN COORDINATES (ANGSTROEM)
C 1.37 -2.62 -4.13
C 1.13 -1.23 -3.56
O 0.61 -1.24 -2.25
C 1.51 -1.67 -1.25
C 0.93 -1.31 0.12
N 0.85 0.11 0.30
C -0.20 0.92 0.05
C -1.51 0.43 -0.46
N -2.06 -0.60 0.41
C -2.45 -0.08 1.71
C -3.90 0.39 1.74
C -4.84 -0.79 1.49
C -4.10 -1.92 0.75
C -3.11 -1.36 -0.27
C -2.48 -2.50 -1.06
N 0.07 2.20 0.30
C 1.35 2.21 0.72
C 1.88 0.93 0.73
C 3.22 0.65 1.12
O 3.77 -0.44 1.16
N 3.90 1.82 1.48
C 5.27 1.63 1.91
C 3.40 3.12 1.49
O 4.08 4.06 1.82
N 2.10 3.29 1.09
C 1.53 4.62 1.08
H 1.63 -2.54 -5.18
H 2.18 -3.13 -3.61
H 0.46 -3.22 -4.05
H 0.39 -0.70 -4.15
H 2.07 -0.65 -3.58
H 1.66 -2.75 -1.29
H 2.48 -1.17 -1.37
H 1.59 -1.72 0.89
H -0.08 -1.71 0.22
H -1.34 0.00 -1.45
H -2.17 1.30 -0.57
H -2.30 -0.87 2.46
H -1.78 0.75 1.96
H -4.04 1.15 0.97
H -4.12 0.86 2.70
H -5.23 -1.18 2.43
H -5.70 -0.46 0.89
H -4.82 -2.56 0.24
H -3.56 -2.54 1.47
H -3.67 -0.71 -0.96
H -3.23 -3.00 -1.67
H -1.70 -2.13 -1.72
H -2.04 -3.23 -0.38
H 5.69 2.61 2.14
H 5.84 1.15 1.11
H 5.31 0.99 2.79
H 2.17 5.28 0.49
H 1.48 5.01 2.10
H 0.54 4.55 0.64

---

DFT (ωB97M-V/def2-TZVPD) results for the molecule C5H11N3.

The spin multiplicity is 1. The energy above the lowest of the compared OMol25 structures with the same formula, charge and spin is 124.8 kJ/mol. As for the orbital gap: 10.1 eV. The SMILES is [H]/N=C(\N)C/C(CC)=N\[H]. The LUMO energy is 0.031 hartree.

CARTESIAN COORDINATES (ANGSTROEM)
H -2.70 1.84 0.42
N -2.10 1.58 -0.36
C -1.72 0.38 -0.36
N -1.86 -0.52 0.73
C -0.63 -0.12 -1.22
C 0.34 -0.79 0.00
C 1.12 0.23 0.77
C 2.33 0.72 -0.03
N 0.70 -2.00 0.02
H 0.14 -2.66 -0.51
H -1.89 -1.52 0.59
H -2.40 -0.22 1.53
H -0.95 -0.98 -1.81
H -0.19 0.69 -1.80
H 0.47 1.08 0.99
H 1.46 -0.23 1.70
H 2.94 1.39 0.58
H 2.00 1.26 -0.92
H 2.95 -0.12 -0.33